Computed, not measured: a molecular structure, C52H61CaN3O6, with ωB97M-V with the def2-TZVPD basis set.

HOMO level: -1.8 eV
F_max: 0.01267 hartree/bohr
Energy relative to the best compared isomer or geometry (same formula, charge and spin): 0.00 kJ/mol
Calculated total energy: -90114.7347 eV

```
! wB97M-V def2-TZVPD RIJCOSX def2/J DEFGRID3
* xyz -2 1
Ca -0.53 0.32 -0.15
O 0.06 0.43 -2.35
C 0.37 1.29 -3.22
C 0.91 0.90 -4.48
C 1.20 1.81 -5.47
C 1.00 3.18 -5.28
C 0.51 3.59 -4.06
C 0.21 2.71 -3.02
C -0.24 3.32 -1.77
N -0.43 2.75 -0.65
C -0.81 3.64 0.45
C -1.20 2.88 1.71
N -0.15 1.93 2.08
C 0.33 2.08 3.25
C 1.42 1.34 3.88
C 2.01 1.97 4.98
C 3.10 1.46 5.66
C 3.60 0.22 5.21
C 3.04 -0.45 4.16
C 1.90 0.05 3.43
O 1.41 -0.58 2.46
H 1.05 -0.16 -4.63
H 1.60 1.44 -6.41
H 1.23 3.90 -6.06
H 0.35 4.65 -3.87
H -0.40 4.41 -1.85
H -1.65 4.28 0.15
H 0.04 4.29 0.68
H -2.12 2.32 1.52
H -1.40 3.61 2.51
H -0.07 2.89 3.89
H 1.59 2.92 5.28
H 3.54 1.98 6.49
H 4.46 -0.22 5.72
H 3.42 -1.41 3.83
C 1.81 -6.39 -2.89
C 0.60 -6.58 -1.96
C -0.36 -7.55 -2.63
C 1.09 -7.21 -0.65
C -0.06 -5.23 -1.67
C 0.68 -4.20 -1.13
C 0.12 -2.94 -0.84
N 0.82 -1.84 -0.39
C 2.02 -1.74 0.08
C 2.87 -2.82 0.55
C 4.15 -2.58 0.90
C 4.67 -1.23 0.76
C 3.96 -0.13 0.45
C 2.51 -0.33 0.20
O 1.76 0.61 0.02
C 4.62 1.25 0.50
C 5.88 1.24 -0.38
C 3.75 2.42 0.04
C 5.03 1.51 1.96
C 5.09 -3.65 1.45
C 5.64 -3.22 2.82
C 4.39 -4.99 1.62
C 6.26 -3.83 0.47
C -1.26 -2.66 -1.17
O -1.76 -1.53 -0.97
C -2.03 -3.75 -1.75
C -1.42 -4.96 -1.94
C -3.47 -3.49 -2.15
C -4.13 -4.71 -2.78
C -3.53 -2.35 -3.18
C -4.29 -3.09 -0.91
H 2.28 -7.35 -3.11
H 2.57 -5.75 -2.44
H 1.50 -5.93 -3.83
H 0.16 -8.49 -2.83
H -0.73 -7.16 -3.58
H -1.22 -7.78 -2.00
H 1.57 -8.18 -0.83
H 0.26 -7.37 0.04
H 1.81 -6.56 -0.15
H 1.74 -4.34 -0.99
H 2.42 -3.78 0.72
H 5.72 -1.09 1.01
H 5.62 1.08 -1.42
H 6.59 0.47 -0.08
H 6.38 2.21 -0.30
H 3.38 2.30 -0.97
H 4.38 3.32 0.08
H 2.89 2.58 0.68
H 5.76 0.78 2.31
H 4.16 1.46 2.63
H 5.47 2.51 2.05
H 4.83 -3.02 3.52
H 6.23 -2.31 2.75
H 6.28 -4.00 3.23
H 3.54 -4.92 2.29
H 5.09 -5.72 2.04
H 4.03 -5.39 0.67
H 6.82 -2.90 0.35
H 5.90 -4.13 -0.51
H 6.95 -4.59 0.84
H -2.01 -5.76 -2.38
H -3.62 -5.03 -3.69
H -5.16 -4.46 -3.05
H -4.17 -5.56 -2.09
H -3.01 -2.65 -4.10
H -3.07 -1.44 -2.81
H -4.57 -2.14 -3.44
H -4.27 -3.90 -0.17
H -5.33 -2.91 -1.19
H -3.90 -2.19 -0.45
C -3.29 -1.83 2.82
C -3.08 -0.70 1.83
O -1.92 -0.39 1.59
C -4.21 -0.05 1.18
C -5.51 -0.38 1.62
C -6.65 0.13 1.05
C -6.49 1.01 -0.04
C -5.26 1.35 -0.52
C -4.03 0.85 0.06
O -2.93 1.21 -0.42
H -2.31 -2.23 3.06
H -3.93 -2.61 2.40
H -3.77 -1.47 3.73
H -5.60 -1.07 2.45
H -7.63 -0.15 1.42
H -7.38 1.41 -0.53
H -5.14 2.01 -1.36
*
```

Löwdin atomic charge list, values in e, 99 entries: number 1, Ca, carries 1.4135; number 2, O, carries -0.1616; number 3, C, carries -0.3916; number 4, C, carries -0.0333; number 5, C, carries -0.1382; number 6, C, carries -0.1543; number 7, C, carries -0.0994; number 8, C, carries -0.1368; number 9, C, carries -0.1247; number 10, N, carries -0.0277; number 11, C, carries -0.2139; number 12, C, carries -0.2312; number 13, N, carries 0.0326; number 14, C, carries -0.1260; number 15, C, carries -0.1419; number 16, C, carries -0.1037; number 17, C, carries -0.1553; number 18, C, carries -0.1459; number 19, C, carries -0.0480; number 20, C, carries -0.3994; number 21, O, carries -0.0257; number 22, H, carries 0.1004; number 23, H, carries 0.0833; number 24, H, carries 0.0700; number 25, H, carries 0.0911; number 26, H, carries 0.1150; number 27, H, carries 0.1121; number 28, H, carries 0.1114; number 29, H, carries 0.0917; number 30, H, carries 0.1011; number 31, H, carries 0.1057; number 32, H, carries 0.0907; number 33, H, carries 0.0676; number 34, H, carries 0.0846; number 35, H, carries 0.0789; number 36, C, carries -0.0570; number 37, C, carries -0.5622; number 38, C, carries -0.0804; number 39, C, carries -0.0532; number 40, C, carries -0.1879; number 41, C, carries 0.0123; number 42, C, carries -0.1437; number 43, N, carries 0.1410; number 44, C, carries -0.1790; number 45, C, carries 0.0403; number 46, C, carries -0.1585; number 47, C, carries 0.0209; number 48, C, carries -0.0574; number 49, C, carries -0.2736; number 50, O, carries -0.0603; number 51, C, carries -0.5206; number 52, C, carries -0.0593; number 53, C, carries -0.0528; number 54, C, carries -0.0344; number 55, C, carries -0.5554; number 56, C, carries -0.0467; number 57, C, carries -0.0661; number 58, C, carries -0.0506; number 59, C, carries -0.3005; number 60, O, carries -0.1318; number 61, C, carries -0.0842; number 62, C, carries 0.0086; number 63, C, carries -0.5357; number 64, C, carries -0.0871; number 65, C, carries -0.0348; number 66, C, carries -0.0372; number 67, H, carries 0.0739; number 68, H, carries 0.0713; number 69, H, carries 0.0880; number 70, H, carries 0.0752; number 71, H, carries 0.0836; number 72, H, carries 0.0810; number 73, H, carries 0.0748; number 74, H, carries 0.0867; number 75, H, carries 0.0642; number 76, H, carries 0.0869; number 77, H, carries 0.0937; number 78, H, carries 0.0956; number 79, H, carries 0.0889; number 80, H, carries 0.0660; number 81, H, carries 0.0767; number 82, H, carries 0.0894; number 83, H, carries 0.0778; number 84, H, carries 0.0799; number 85, H, carries 0.0776; number 86, H, carries 0.0751; number 87, H, carries 0.0818; number 88, H, carries 0.0751; number 89, H, carries 0.0765; number 90, H, carries 0.0783; number 91, H, carries 0.0920; number 92, H, carries 0.0794; number 93, H, carries 0.0747; number 94, H, carries 0.0732; number 95, H, carries 0.0875; number 96, H, carries 0.0784; number 97, H, carries 0.0760; number 98, H, carries 0.0779; number 99, H, carries 0.0759